Entry from the OMol25 dataset: a molecular structure, C53H44N7OsP (the ωB97M-V functional and the def2-TZVPD basis).

For the frontier orbital gap (alpha / beta), the calculation gives 7.198 / 3.748 eV. As for the total energy: -77825.846 eV. Its expectation value of S² is 6.0682. For the largest force on an atom, the calculation gives 0.50 eV/A. The total charge is +4. As for the spin multiplicity: 5.

XYZ file:
```
106
Properties=species:S:1:pos:R:3:forces:R:3
Os -0.7024 0.4882 -0.0769 -0.3 0.0 0.1
C 0.0823 -4.8029 1.3950 0.0 0.0 0.0
N -0.5853 -3.5148 1.1921 -0.1 0.1 0.0
C -0.0313 -2.3840 0.6723 -0.2 -0.1 0.1
N -0.9681 -1.4435 0.6002 0.2 0.2 -0.1
C -2.1289 -1.9477 1.0869 -0.1 0.2 0.0
C -1.9098 -3.2644 1.4518 0.1 -0.2 0.1
C -2.8368 -4.2725 1.9839 0.0 0.1 -0.1
C -2.6084 -4.8691 3.2229 0.0 -0.1 0.0
C -3.5084 -5.8036 3.7105 0.0 0.0 -0.1
C -4.6351 -6.1362 2.9667 0.0 0.0 0.0
C -4.8641 -5.5418 1.7318 0.0 0.0 0.0
C -3.9668 -4.6086 1.2370 0.0 0.0 0.1
C -3.2616 -1.0279 1.2087 0.0 -0.2 0.0
C -4.2962 -1.2223 2.1195 0.0 0.0 0.0
C -5.2974 -0.2713 2.2532 0.0 0.0 0.0
C -5.2933 0.8853 1.4806 0.1 0.0 -0.1
C -4.2710 1.0978 0.5651 -0.1 -0.1 0.1
C -3.2713 0.1423 0.4416 0.4 0.3 0.1
P 1.6791 -2.0753 0.2505 0.2 0.0 0.0
C 1.3921 -1.3502 -1.4276 0.1 -0.2 0.0
N 0.4299 -0.4874 -1.7338 -0.2 0.1 0.0
C 0.4731 -0.2878 -3.0825 0.2 -0.1 0.0
C 1.5211 -1.0934 -3.6199 -0.1 0.0 0.1
N 2.0865 -1.7233 -2.5322 0.0 0.1 0.0
C 3.1290 -2.7581 -2.5699 0.0 0.0 -0.1
C 1.8717 -1.3048 -4.9913 0.0 0.0 0.0
C 3.2132 -1.4728 -5.4121 0.0 0.0 -0.1
C 3.4942 -1.6833 -6.7385 0.0 0.0 0.1
C 2.4506 -1.7728 -7.6717 0.0 0.0 -0.1
C 1.1240 -1.6290 -7.2786 -0.1 0.0 0.1
C 0.8290 -1.3829 -5.9565 0.0 0.0 -0.1
C -0.3920 0.6275 -3.7731 -0.2 0.1 -0.1
C 0.0940 1.4382 -4.8184 0.0 -0.1 0.0
C -0.7585 2.3057 -5.4750 0.0 0.0 0.0
C -2.1001 2.3600 -5.1189 0.0 0.0 0.0
C -2.5965 1.5600 -4.0843 0.0 0.1 -0.1
C -1.7491 0.7155 -3.4042 0.1 -0.1 0.0
C 1.8720 -0.4736 1.1806 -0.1 -0.2 -0.1
N 0.9605 0.5026 1.2320 -0.1 0.1 0.1
C 1.3779 1.4175 2.1549 0.2 -0.1 0.0
C 2.6245 0.9751 2.6749 -0.1 0.0 -0.1
N 2.8999 -0.2077 2.0120 0.1 0.1 0.1
C 4.0276 -1.1120 2.2836 0.0 0.0 0.0
C 3.4083 1.5533 3.7205 0.0 0.0 0.0
C 4.8260 1.5455 3.6948 0.0 0.0 0.0
C 5.5340 2.1175 4.7192 0.0 0.0 0.0
C 4.8563 2.6751 5.8162 0.1 0.0 0.0
C 3.4658 2.6757 5.8740 -0.1 0.0 -0.1
C 2.7415 2.1362 4.8366 0.0 0.0 0.0
C 0.6387 2.6034 2.4905 -0.1 0.1 0.0
C 1.2990 3.8316 2.6906 0.0 0.0 0.0
C 0.5753 4.9566 3.0390 0.0 0.0 0.0
C -0.7996 4.8664 3.2152 0.0 0.0 0.0
C -1.4663 3.6530 3.0211 0.0 0.0 0.0
C -0.7601 2.5332 2.6422 0.0 -0.1 0.0
H 0.8641 -4.9203 0.6480 0.0 0.0 0.0
H -0.6573 -5.5900 1.2693 0.0 0.0 0.0
H 0.5041 -4.8605 2.3960 0.0 0.0 0.0
H -1.7440 -4.5957 3.8148 0.0 0.0 0.0
H -3.3317 -6.2717 4.6685 0.0 0.0 0.0
H -5.3377 -6.8622 3.3514 0.0 0.0 0.0
H -5.7391 -5.8067 1.1555 0.0 0.0 0.0
H -4.1414 -4.1450 0.2744 0.0 0.0 0.0
H -4.3186 -2.1160 2.7295 0.0 0.0 0.0
H -6.0920 -0.4368 2.9668 0.0 0.0 0.0
H -6.0933 1.6053 1.5766 0.0 0.0 0.0
H -4.2879 1.9676 -0.0769 0.0 0.0 0.0
H -2.5965 0.2654 -0.4490 -0.2 -0.2 -0.3
H 3.0460 -3.2937 -3.5121 0.0 0.0 0.0
H 2.9619 -3.4564 -1.7544 0.1 0.0 0.0
H 4.1154 -2.3090 -2.4795 0.0 0.0 0.0
H 4.0236 -1.3670 -4.7066 0.0 0.0 0.0
H 4.5185 -1.7758 -7.0700 0.0 0.0 0.0
H 2.6840 -1.9632 -8.7107 0.0 0.0 0.0
H 0.3297 -1.7236 -8.0047 0.0 0.0 0.0
H -0.2000 -1.3213 -5.6360 -0.1 0.0 0.0
H 1.1441 1.4160 -5.0756 0.0 0.0 0.0
H -0.3822 2.9428 -6.2630 0.0 0.0 0.0
H -2.7712 3.0189 -5.6525 0.0 0.0 0.0
H -3.6496 1.5900 -3.8424 0.0 0.0 0.0
H -2.1418 0.0417 -2.6497 0.0 0.0 0.0
H 4.2984 -1.0179 3.3317 0.0 0.0 0.0
H 4.8747 -0.8570 1.6516 0.0 0.0 0.0
H 3.7123 -2.1334 2.0909 0.1 0.0 0.0
H 5.3529 1.1561 2.8367 0.0 0.0 0.0
H 6.6135 2.1464 4.6860 0.0 0.0 0.0
H 5.4272 3.1030 6.6292 0.0 0.0 0.0
H 2.9596 3.0822 6.7370 0.0 0.0 0.0
H 1.6646 2.0849 4.8998 0.0 0.0 0.0
H 2.3651 3.9041 2.5245 0.1 0.0 0.0
H 1.0774 5.9034 3.1748 0.0 0.0 0.0
H -1.3606 5.7419 3.5116 0.0 0.0 0.0
H -2.5321 3.5906 3.1917 0.0 0.0 0.0
H -1.2714 1.5782 2.5384 0.0 0.1 0.0
C -0.2368 5.1134 -1.6436 0.0 0.0 0.0
C -1.4330 4.6629 -1.1073 0.0 0.0 0.0
C -1.5199 3.3556 -0.6705 0.0 0.0 0.0
N -0.4954 2.4917 -0.7529 0.0 -0.1 0.0
C 0.6608 2.9360 -1.2744 0.0 0.0 0.0
C 0.8302 4.2290 -1.7224 0.0 0.0 0.0
H -0.1382 6.1316 -1.9934 0.0 0.0 0.0
H -2.2942 5.3096 -1.0206 0.0 0.0 0.0
H -2.4293 2.9707 -0.2287 0.0 0.0 0.0
H 1.4648 2.2116 -1.3326 0.0 0.0 0.0
H 1.7837 4.5345 -2.1277 0.0 0.0 0.0
```
Positions in Å, forces in eV/Å.